[1]
{
  "formula": "CH14N2O4",
  "method": "wB97M-V/def2-TZVPD",
  "symbols": ["N", "C", "N", "H", "H", "H", "H", "H", "H", "O", "H", "H", "O", "H", "H", "O", "H", "H", "O", "H", "H"],
  "xyz": [[1.427, 2.028, -1.858], [1.481, 0.598, -1.700], [0.402, -0.072, -0.957], [0.968, 2.369, -2.698], [1.045, 2.475, -1.035], [1.535, 0.106, -2.661], [2.425, 0.371, -1.186], [0.038, 0.521, -0.231], [-0.365, -0.188, -1.623], [-1.792, -2.260, 0.942], [-2.425, -2.983, 0.913], [-0.983, -2.665, 0.545], [0.683, -2.761, 0.039], [0.936, -3.297, -0.719], [0.959, -1.866, -0.248], [-2.071, 0.810, 1.172], [-1.918, -0.137, 0.997], [-2.816, 0.975, 0.583], [0.394, 2.177, 2.248], [-0.546, 1.950, 2.149], [0.838, 1.348, 2.055]],
  "mulliken_charge": [-0.5520, -0.4680, -0.4739, 0.2264, 0.2454, 0.4182, 0.2384, 0.1518, 0.2474, -0.6659, 0.3121, 0.3918, -0.7660, 0.3158, 0.3837, -0.6151, 0.3208, 0.3106, -0.6580, 0.3399, 0.2969],
  "smiles": "NCN.O.O.O.O",
  "lumo_ev": 0.535,
  "e_above_lowest_ev": 0.308,
  "charge": 0,
  "gap_ev": 10.006,
  "largest_force_ha_per_bohr": 0.0208
}

---

[2]
{
  "formula": "CH14N3O4",
  "method": "wB97M-V/def2-TZVPD",
  "symbols": ["N", "C", "N", "N", "H", "H", "H", "H", "H", "H", "H", "H", "O", "H", "H", "O", "H", "H", "O", "H", "H", "O"],
  "xyz": [[1.128, 0.179, 2.221], [1.124, 0.017, 0.893], [1.538, -1.134, 0.368], [0.648, 0.971, 0.120], [0.917, 1.051, 2.678], [1.451, -0.585, 2.794], [1.471, -1.181, -0.642], [2.222, -1.712, 0.840], [0.835, 0.899, -0.871], [0.108, 1.771, 0.446], [-2.081, 1.712, 0.417], [-1.969, 2.749, 1.703], [-1.607, 2.015, 1.202], [1.074, -0.695, -3.405], [2.520, -1.171, -3.322], [1.817, -0.772, -2.795], [-1.928, -0.210, -2.527], [-1.346, -0.624, -1.136], [-1.338, 0.064, -1.819], [-2.145, -1.043, 1.465], [-2.878, -1.984, 0.534], [-2.335, -1.183, 0.529]],
  "mulliken_charge": [-0.3958, 0.7365, -0.3103, -0.2689, 0.2137, 0.2012, 0.1527, 0.2621, 0.1846, 0.2641, 0.3251, 0.2986, -0.6531, 0.3171, 0.3041, -0.6393, 0.2950, 0.3232, -0.6027, 0.2949, 0.2817, -0.5845],
  "lumo_ev": -2.667,
  "e_above_lowest_ev": 0.401,
  "charge": 1,
  "gap_ev": 11.894,
  "largest_force_ha_per_bohr": 0.0249
}

---

[3]
{
  "formula": "CH14N3O4",
  "method": "wB97M-V/def2-TZVPD",
  "symbols": ["N", "C", "N", "N", "H", "H", "H", "H", "H", "H", "H", "H", "O", "H", "H", "O", "H", "H", "O", "H", "H", "O"],
  "xyz": [[1.409, 0.391, 2.061], [1.415, 0.044, 0.786], [1.764, -1.181, 0.414], [0.986, 0.906, -0.082], [1.159, 1.324, 2.305], [1.695, -0.181, 2.836], [1.658, -1.402, -0.565], [2.584, -1.636, 0.790], [0.807, 0.661, -1.043], [0.295, 1.564, 0.276], [-1.897, 1.845, 1.621], [-1.632, 3.122, 0.708], [-1.251, 2.345, 1.120], [0.430, -1.003, -2.800], [1.887, -1.062, -3.270], [1.321, -1.233, -2.509], [-1.895, 0.091, -2.552], [-2.031, -0.305, -1.007], [-1.437, -0.147, -1.750], [-2.095, -1.884, 0.365], [-2.856, -1.221, 1.533], [-2.316, -1.037, 0.764]],
  "mulliken_charge": [-0.3487, 0.5754, -0.3326, -0.2988, 0.2094, 0.2078, 0.2257, 0.2967, 0.2609, 0.2688, 0.2866, 0.2976, -0.6256, 0.3007, 0.3170, -0.6489, 0.2930, 0.3471, -0.5881, 0.3160, 0.2791, -0.6392],
  "lumo_ev": -2.640,
  "e_above_lowest_ev": 0.299,
  "charge": 1,
  "gap_ev": 11.896,
  "largest_force_ha_per_bohr": 0.0410
}

---

[4]
{
  "formula": "CH14NO4",
  "method": "wB97M-V/def2-TZVPD",
  "symbols": ["C", "N", "H", "H", "H", "H", "H", "H", "H", "H", "O", "H", "H", "O", "H", "H", "O", "H", "H", "O"],
  "xyz": [[0.175, -0.914, -1.657], [-0.786, 0.237, -1.825], [-0.051, -1.487, -0.764], [1.163, -0.451, -1.591], [0.198, -1.517, -2.562], [-0.786, 0.595, -2.780], [-1.744, -0.109, -1.725], [-0.580, 0.990, -1.137], [-2.176, -5.346, 3.854], [-0.687, -5.500, 3.633], [-1.466, -5.053, 3.272], [-0.146, 6.228, 0.550], [0.712, 5.343, -0.294], [0.193, 5.318, 0.520], [-1.201, 2.523, 0.326], [0.163, 3.106, 0.171], [-0.365, 2.366, -0.161], [2.727, -1.658, 1.323], [2.331, -2.816, 0.383], [2.327, -1.857, 0.465]],
  "mulliken_charge": [-0.8159, -0.1993, 0.3464, 0.3390, 0.3607, 0.3684, 0.3791, 0.2739, 0.3273, 0.3259, -0.6532, 0.3170, 0.3270, -0.6398, 0.3173, 0.3117, -0.7021, 0.3123, 0.3193, -0.6151],
  "lumo_ev": -3.148,
  "e_above_lowest_ev": 1.193,
  "charge": 1,
  "gap_ev": 10.369,
  "largest_force_ha_per_bohr": 0.0253
}

---

[5]
{
  "formula": "CH14NSi4",
  "method": "wB97M-V/def2-TZVPD",
  "symbols": ["N", "C", "Si", "Si", "Si", "Si", "H", "H", "H", "H", "H", "H", "H", "H", "H", "H", "H", "H", "H", "H"],
  "xyz": [[0.593, 1.823, 0.049], [-0.147, 0.373, 0.436], [0.930, -1.055, -0.357], [3.156, -0.777, 0.058], [-1.919, 0.792, -0.220], [-3.245, -1.153, 0.136], [1.606, 2.007, 0.173], [0.610, 2.061, -0.950], [0.213, 2.699, 0.410], [0.106, 0.431, 1.443], [0.579, -1.409, -1.675], [0.640, -2.204, 0.638], [3.834, 0.092, -0.952], [3.989, -1.930, 0.311], [3.090, 0.086, 1.430], [-1.493, 0.941, -1.684], [-2.346, 2.257, 0.399], [-2.136, -2.195, -0.524], [-3.666, -1.686, 1.577], [-4.394, -1.153, -0.697]],
  "mulliken_charge": [-0.5689, -0.4389, 0.1620, 0.2709, 0.2230, 0.2881, 0.3213, 0.3917, 0.3551, 0.5736, -0.0496, -0.0054, -0.0690, -0.0977, -0.0749, -0.0503, -0.0689, -0.0525, -0.0210, -0.0885],
  "smiles": "[NH3+]C([SiH2][SiH3])[SiH2][SiH3]",
  "lumo_ev": -3.764,
  "e_above_lowest_ev": 1.981,
  "charge": 1,
  "gap_ev": 10.122,
  "largest_force_ha_per_bohr": 0.0677
}

---

[6]
{
  "formula": "CH14O5",
  "method": "wB97M-V/def2-TZVPD",
  "symbols": ["C", "H", "H", "H", "H", "O", "H", "H", "O", "H", "H", "O", "H", "H", "O", "H", "H", "O", "H", "H"],
  "xyz": [[-2.997, 0.727, 1.889], [-2.688, -0.245, 1.500], [-2.103, 1.133, 2.346], [-3.366, 1.166, 0.929], [-3.931, 0.709, 2.453], [-0.763, -2.771, -2.455], [0.041, -2.337, -2.136], [-1.443, -2.380, -1.899], [2.244, -0.143, 1.394], [2.365, 0.825, 1.325], [3.127, -0.512, 1.428], [0.060, 0.797, -1.605], [0.112, 0.135, -2.310], [0.664, 0.431, -0.947], [0.956, 3.001, 0.150], [0.765, 2.566, -0.691], [1.024, 3.928, -0.101], [1.936, -2.260, -0.824], [2.190, -3.085, -0.392], [1.807, -1.687, -0.054]],
  "mulliken_charge": [-0.9587, 0.2142, 0.2200, 0.2431, 0.2847, -0.6316, 0.2949, 0.3207, -0.6717, 0.3272, 0.3262, -0.6643, 0.3131, 0.3264, -0.6109, 0.3335, 0.3070, -0.6214, 0.3147, 0.3329],
  "smiles": "C.O.O.O.O.O",
  "lumo_ev": 0.284,
  "e_above_lowest_ev": 0.826,
  "charge": 0,
  "gap_ev": 11.557,
  "largest_force_ha_per_bohr": 0.0435
}

---

[7]
{
  "formula": "CH14O5S",
  "method": "wB97M-V/def2-TZVPD",
  "symbols": ["C", "S", "H", "H", "H", "H", "H", "H", "O", "H", "H", "O", "H", "H", "O", "H", "H", "O", "H", "H", "O"],
  "xyz": [[-0.274, -1.010, -1.423], [0.335, -2.260, -0.169], [0.351, -0.123, -1.593], [-1.324, -0.880, -1.542], [0.003, -1.587, -2.340], [3.628, -1.216, 0.758], [1.265, 2.050, -0.091], [0.456, 3.323, -1.413], [0.273, 2.536, -0.864], [-3.117, -3.078, 0.571], [-1.758, -2.343, -0.026], [-2.678, -2.219, 0.256], [3.145, -1.008, 0.139], [2.569, 1.805, 1.022], [1.822, 1.421, 0.638], [-0.307, 0.623, 2.010], [0.460, -0.650, 2.378], [0.055, 0.151, 2.765], [-0.845, 1.851, -0.493], [-2.449, 1.365, -0.534], [-1.610, 1.248, -0.053]],
  "mulliken_spin": [-0.0355, 0.9776, -0.0003, -0.0052, 0.0691, 0.0000, 0.0005, 0.0000, -0.0003, -0.0006, -0.0127, 0.0026, -0.0007, 0.0004, 0.0006, -0.0015, -0.0008, 0.0037, 0.0004, -0.0001, 0.0028],
  "lumo_ev": [3.095, 1.117],
  "e_above_lowest_ev": 1.462,
  "spin_multiplicity": 2,
  "charge": -1,
  "gap_ev": [8.092, 6.113],
  "s2": 0.7529,
  "largest_force_ha_per_bohr": 0.0570
}

---

[8]
{
  "formula": "CH14O6",
  "method": "wB97M-V/def2-TZVPD",
  "symbols": ["C", "O", "H", "H", "H", "H", "O", "H", "H", "O", "H", "H", "O", "H", "H", "O", "H", "H", "O", "H", "H"],
  "xyz": [[-0.830, -0.034, -2.796], [-0.210, -0.405, -1.598], [-0.236, 0.712, -3.355], [-1.745, 0.536, -2.707], [-0.968, -0.858, -3.497], [0.422, -1.110, -1.789], [-1.317, -2.990, 0.685], [-1.733, -3.326, 1.484], [-1.060, -2.084, 0.895], [-1.174, 0.970, 2.730], [-1.239, 0.026, 2.875], [-0.575, 1.170, 2.004], [0.987, 4.467, 2.038], [1.380, 4.115, 2.842], [0.750, 5.372, 2.262], [0.910, -2.981, -1.172], [0.303, -3.093, -0.429], [1.523, -3.717, -1.087], [1.749, 0.910, 0.527], [1.117, 0.534, -0.098], [1.947, 1.788, 0.185]],
  "mulliken_charge": [-0.6925, -0.4424, 0.2932, 0.2697, 0.2604, 0.3028, -0.6718, 0.3099, 0.3109, -0.6421, 0.2944, 0.3526, -0.6217, 0.3221, 0.3023, -0.6275, 0.3460, 0.3062, -0.6404, 0.3384, 0.3295],
  "smiles": "CO.O.O.O.O.O",
  "lumo_ev": 0.362,
  "e_above_lowest_ev": 0.892,
  "charge": 0,
  "gap_ev": 10.672,
  "largest_force_ha_per_bohr": 0.0397
}

---

[9]
{
  "formula": "CH14O6",
  "method": "wB97M-V/def2-TZVPD",
  "symbols": ["O", "H", "H", "H", "C", "O", "H", "H", "H", "O", "H", "H", "O", "H", "H", "O", "H", "H", "O", "H", "H"],
  "xyz": [[14.063, -9.621, -15.745], [14.484, -9.916, -14.869], [13.270, -10.199, -15.873], [13.558, -8.747, -15.580], [15.181, -10.316, -12.904], [14.053, -9.561, -13.106], [14.798, -11.110, -12.260], [15.860, -9.745, -12.251], [15.638, -10.495, -13.858], [11.403, -8.884, -13.326], [12.367, -9.079, -13.281], [11.059, -9.589, -13.872], [15.551, -7.420, -13.914], [15.042, -7.961, -13.336], [16.324, -7.908, -13.951], [12.428, -7.379, -15.681], [11.605, -7.535, -15.068], [12.766, -6.567, -15.372], [11.671, -10.763, -16.501], [11.076, -11.485, -16.320], [11.067, -10.115, -16.964]],
  "mulliken_charge": [-0.3267, 0.3287, 0.4844, 0.4507, -0.7617, -0.9530, 0.1990, 0.2120, 0.3655, -0.6800, 0.4587, 0.2948, -0.6473, 0.3565, 0.2811, -0.6977, 0.3695, 0.3111, -0.6809, 0.3149, 0.3205],
  "lumo_ev": -0.262,
  "e_above_lowest_ev": 2.967,
  "charge": 0,
  "gap_ev": 7.401,
  "largest_force_ha_per_bohr": 0.0701
}

---

[10]
{
  "formula": "CH15HfO10",
  "method": "wB97M-V/def2-TZVPD",
  "symbols": ["Hf", "C", "O", "O", "O", "H", "O", "H", "H", "O", "H", "H", "O", "H", "H", "O", "H", "H", "O", "H", "H", "O", "H", "H", "O", "H", "H"],
  "xyz": [[-0.131, -0.113, 0.225], [1.378, 0.726, -2.401], [0.623, 0.713, -1.436], [1.539, 1.917, -3.063], [2.126, -0.265, -2.686], [0.978, 2.599, -2.676], [-1.949, 0.817, -0.830], [-2.825, 0.843, -0.484], [-1.997, 1.245, -1.694], [0.186, -1.647, 1.800], [-0.231, -2.417, 2.172], [0.993, -1.556, 2.310], [1.868, 0.297, 0.916], [2.620, -0.071, 0.426], [2.195, 1.003, 1.447], [1.083, -1.684, -0.688], [1.489, -2.464, -0.268], [1.591, -1.488, -1.503], [-1.402, -1.730, -0.257], [-2.200, -2.041, 0.254], [-1.388, -2.450, -0.915], [-1.684, 0.098, 1.825], [-1.734, -0.109, 2.804], [-2.355, 0.767, 1.803], [-0.206, 1.938, 0.819], [-0.721, 2.704, 0.510], [0.153, 2.368, 1.589]],
  "mulliken_charge": [1.9217, 0.8643, -0.4151, -0.3956, -0.6467, 0.3065, -0.4590, 0.2813, 0.3167, -0.3991, 0.2901, 0.3092, -0.3997, 0.3650, 0.2807, -0.4349, 0.3339, 0.3751, -0.4783, 0.3276, 0.3345, -0.4832, 0.3220, 0.3039, -0.4294, 0.3166, 0.2919],
  "lumo_ev": -11.720,
  "e_above_lowest_ev": 0.000,
  "charge": 3,
  "gap_ev": 8.696,
  "largest_force_ha_per_bohr": 0.1775
}